Record 1
ORCA calculation (wB97M-V/def2-TZVPD) on a single C5H7N molecule.

Structure (XYZ):
```
13
C5H7N wB97M-V/def2-TZVPD
C 2.204 -1.227 -0.103
C 1.216 -0.549 0.041
C -0.086 0.113 0.013
C -0.189 1.373 -0.818
C -1.034 -0.144 1.133
N -1.201 -0.840 -0.136
H 2.988 -1.915 -0.344
H 0.320 1.229 -1.775
H 0.281 2.216 -0.302
H -1.241 1.616 -1.021
H -0.649 -0.692 1.987
H -1.822 0.578 1.359
H -0.812 -1.777 -0.070
```

Computed properties:
SMILES string: C#C[C@]1(C)CN1
Charge: 0
E_LUMO (eV): 1.088
Electronic energy (Ha): -249.36645
HOMO (eV): -9.3584
HOMO-LUMO gap (eV): 10.45
Max |F| (eV Å⁻¹): 0.5


Record 2
ORCA calculation (wB97M-V/def2-TZVPD) on C34H74N6NbO6Si as an isolated structure.

Structure (XYZ):
```
122
C34H74N6NbO6Si wB97M-V/def2-TZVPD
C 4.552 0.081 0.697
Si 2.869 -0.276 -0.080
C 3.173 -1.610 -1.389
C 1.715 -0.878 1.276
C 0.232 -1.000 0.903
C -0.052 -1.992 -0.241
C -1.248 -2.931 0.021
C -2.416 -2.724 -0.941
C -2.917 -1.280 -1.079
C -3.086 -0.475 0.224
C -2.730 1.020 0.033
Nb -2.516 2.139 1.989
C 2.245 1.261 -0.975
C 0.951 1.394 -1.488
C 0.560 2.553 -2.147
C 1.450 3.614 -2.317
C 2.737 3.509 -1.807
C 3.124 2.343 -1.147
H 4.792 -0.693 1.422
H 5.303 0.083 -0.088
H 4.574 1.037 1.217
H 3.155 -2.616 -0.980
H 2.383 -1.513 -2.133
H 4.120 -1.419 -1.886
H 2.074 -1.864 1.584
H 1.789 -0.234 2.151
H -0.303 -1.360 1.781
H -0.190 -0.019 0.712
H -0.254 -1.472 -1.173
H 0.826 -2.616 -0.377
H -1.600 -2.836 1.045
H -0.927 -3.967 -0.090
H -3.242 -3.371 -0.643
H -2.115 -3.056 -1.936
H -2.299 -0.718 -1.775
H -3.899 -1.336 -1.552
H -4.138 -0.495 0.507
H -2.543 -0.914 1.054
H -1.822 1.115 -0.567
H -3.537 1.464 -0.554
H -2.041 3.629 0.992
H -0.678 1.874 2.134
H -2.806 0.682 3.092
H -4.295 2.599 1.903
H -2.443 3.288 3.421
H 0.231 0.601 -1.356
H -0.448 2.622 -2.526
H 1.118 4.500 -2.835
H 3.428 4.331 -1.913
H 4.133 2.298 -0.764
C -5.823 1.283 6.788
C -5.858 0.887 5.328
O -5.695 1.691 4.436
N -6.061 -0.435 5.042
C -6.259 -1.533 5.962
H -5.641 2.352 6.843
H -6.774 1.056 7.275
H -5.018 0.766 7.311
H -6.047 -0.634 4.054
H -5.471 -2.280 5.838
H -7.222 -2.017 5.777
H -6.240 -1.180 6.987
C 8.523 -2.846 -3.045
C 7.137 -2.920 -2.446
O 6.701 -2.049 -1.711
N 6.378 -4.002 -2.757
C 6.714 -5.138 -3.602
H 8.993 -1.930 -2.701
H 9.128 -3.696 -2.726
H 8.474 -2.833 -4.134
H 5.464 -3.979 -2.332
H 6.014 -5.201 -4.435
H 6.651 -6.062 -3.032
H 7.719 -5.045 -3.998
C 1.453 7.816 -2.483
C 1.707 9.037 -3.335
O 1.742 10.164 -2.873
N 1.901 8.830 -4.668
C 1.897 7.573 -5.391
H 1.318 8.129 -1.454
H 0.552 7.298 -2.813
H 2.300 7.131 -2.534
H 2.065 9.678 -5.186
H 2.861 7.414 -5.879
H 1.120 7.580 -6.158
H 1.710 6.744 -4.717
C 5.345 -9.216 -2.897
C 6.049 -9.122 -4.232
O 6.663 -8.124 -4.571
N 5.971 -10.200 -5.055
C 5.290 -11.460 -4.825
H 5.498 -8.285 -2.361
H 4.275 -9.371 -3.034
H 5.752 -10.035 -2.302
H 6.458 -10.074 -5.928
H 6.002 -12.286 -4.864
H 4.530 -11.623 -5.591
H 4.808 -11.463 -3.854
C -8.412 0.246 0.852
C -8.360 -0.942 -0.076
O -8.601 -2.078 0.301
N -8.020 -0.701 -1.371
C -7.680 0.568 -1.987
H -8.674 -0.099 1.847
H -7.442 0.744 0.906
H -9.165 0.965 0.525
H -7.999 -1.530 -1.942
H -8.371 0.789 -2.803
H -6.667 0.531 -2.390
H -7.730 1.372 -1.261
C -0.698 4.094 5.931
C -1.570 4.603 7.051
O -2.219 3.869 7.779
N -1.609 5.955 7.238
C -0.924 6.981 6.478
H -0.774 3.013 5.887
H -1.026 4.493 4.971
H 0.345 4.365 6.109
H -2.205 6.240 7.998
H -0.265 7.560 7.129
H -1.647 7.662 6.023
H -0.329 6.535 5.689
```

Computed properties:
Charge: -1
E_LUMO (eV): 1.527
Electronic energy (Ha): -2466.20258
HOMO (eV): -4.7288
HOMO-LUMO gap (eV): 6.26
Max |F| (eV Å⁻¹): 1.8


Record 3
ORCA calculation (wB97M-V/def2-TZVPD) on C30H44BrClN2NiP2 as an isolated structure.

Structure (XYZ):
```
81
C30H44BrClN2NiP2 wB97M-V/def2-TZVPD
N -5.104 3.117 -2.788
C -5.032 3.213 -1.463
C -4.100 2.518 -0.697
C -3.123 1.712 -1.354
C -3.259 1.590 -2.774
C -4.251 2.322 -3.423
C -1.952 1.227 -0.664
Ni -0.251 -0.096 0.120
P 2.699 -0.541 0.767
C -0.762 0.840 -1.403
C 0.170 1.949 -1.841
C 0.915 1.793 -3.028
C 2.057 2.565 -3.224
C 2.429 3.529 -2.264
C 1.535 3.844 -1.224
C 0.382 3.075 -1.036
Br 4.079 4.288 -2.316
H -1.915 1.407 0.419
H -0.973 0.124 -2.208
H -4.095 2.648 0.387
H -2.581 0.977 -3.374
H -5.757 3.874 -0.988
H -4.354 2.261 -4.509
H 0.611 1.057 -3.781
H -0.333 3.335 -0.252
H 2.687 2.383 -4.092
H 1.750 4.659 -0.539
P -0.840 -2.166 -0.166
C 3.794 0.930 1.052
C 5.218 0.797 0.497
H 3.844 1.104 2.140
H 3.289 1.801 0.598
H 5.754 1.742 0.655
H 5.773 0.008 1.020
H 5.232 0.582 -0.578
C 2.163 -0.214 -0.935
C 3.037 -0.837 -2.024
H 2.116 0.876 -1.060
H 1.106 -0.626 -1.004
H 2.550 -0.730 -3.000
H 4.017 -0.350 -2.103
H 3.199 -1.907 -1.846
C 1.835 -0.615 2.381
C 2.593 -1.274 3.536
H 0.875 -1.133 2.217
H 1.600 0.428 2.640
H 1.881 -1.515 4.337
H 3.087 -2.201 3.224
H 3.346 -0.593 3.955
C -0.536 -3.292 1.248
C -1.056 -4.723 1.092
H -0.975 -2.812 2.133
H 0.554 -3.292 1.393
H -2.134 -4.789 1.280
H -0.852 -5.148 0.103
H -0.555 -5.360 1.830
C 0.030 -3.019 -1.560
C -0.194 -2.394 -2.933
H -0.300 -4.069 -1.554
H 1.101 -3.017 -1.301
H -1.254 -2.191 -3.132
H 0.362 -1.454 -3.055
H 0.165 -3.081 -3.711
C -2.614 -2.390 -0.602
C -3.622 -2.244 0.535
H -2.713 -3.376 -1.084
H -2.823 -1.636 -1.378
H -4.629 -2.436 0.141
H -3.443 -2.950 1.355
H -3.624 -1.229 0.948
Cl 0.908 3.373 4.276
C -0.086 2.050 3.838
C -0.593 1.190 4.817
C -1.315 0.072 4.391
C -1.446 -0.178 3.027
N -0.846 0.600 2.104
C -0.305 1.793 2.485
H -0.404 1.406 5.859
H -1.760 -0.630 5.091
H -2.024 -1.035 2.663
H 0.038 2.480 1.713
```

Computed properties:
Spin multiplicity: 3
⟨S²⟩: 2.315
Charge: +2
E_LUMO (alpha / beta) (eV): -6.977 / -8.693
Electronic energy (Ha): -6503.56717
HOMO (alpha / beta) (eV): -12.8748 / -13.5361
HOMO-LUMO gap (alpha / beta) (eV): 5.90 / 4.84
Max |F| (eV Å⁻¹): 3.0